# 1
Formula: C6H18InO3S3
Source: the Open Molecules 2025 dataset
Level of theory: ωB97M-V/def2-TZVPD

Each line ends with the Mulliken charge.
CARTESIAN COORDINATES (ANGSTROEM)
In1 1.39893 2.25258 -0.29665  0.979
C1 1.01177 -1.91253 -3.26079  -0.958
S1 2.14202 -1.76891 -1.86570  0.585
O1 1.63901 -0.60593 -0.98423  -0.391
C2 1.63205 -3.46306 -1.14104  -0.779
H1 1.49086 -2.67653 -3.87307  0.447
H2 1.03825 -1.03387 -3.90527  0.376
H3 -0.01242 -2.19382 -3.01582  0.358
H4 2.05672 -3.51870 -0.13871  0.185
H5 2.00208 -4.26778 -1.77635  0.452
H6 0.55005 -3.58469 -1.09020  0.356
C3 2.71147 -2.18323 2.01086  -0.829
S2 2.44903 -0.52953 2.79401  0.608
O2 1.59394 0.33951 1.89888  -0.365
C4 1.32220 -1.07142 4.14879  -0.982
H7 1.71028 -2.61008 1.95165  0.372
H8 3.34934 -2.85365 2.58683  0.517
H9 3.15415 -2.05624 1.02293  0.211
H10 1.06974 -0.25284 4.82280  0.375
H11 1.65716 -1.92784 4.73399  0.425
H12 0.30429 -1.33758 3.86398  0.386
C5 -3.18107 5.03874 -0.60697  -0.902
S3 -2.61010 3.59142 -1.64674  0.607
O3 -1.39586 2.92199 -0.94081  -0.382
C6 -4.06835 2.57415 -1.11431  -0.883
H13 -2.49672 5.87342 -0.75891  0.343
H14 -3.21482 4.70777 0.43101  0.375
H15 -4.17793 5.30152 -0.96096  0.416
H16 -5.02187 2.98500 -1.44612  0.427
H17 -4.09403 2.73665 -0.03680  0.352
H18 -4.01013 1.52563 -1.40642  0.319

Computed properties:
Max |F| in eV/A: 2.89
ΔE to the lowest compared entry with this formula, charge and spin in kcal/mol: 28.0
HOMO in eV: -18.2
Net charge: +3
LUMO level in hartree: -0.586
E_tot in eV: -50299.6750



# 2
Formula: C36H58CuN5O2SbSi3
Source: the Open Molecules 2025 dataset
Level of theory: ωB97M-V/def2-TZVPD

Each line ends with the Mulliken spin population.
CARTESIAN COORDINATES (ANGSTROEM)
Cu1 12.71073 9.42281 14.72902  0.754
C1 14.72446 9.20081 18.41141  0.003
O1 13.42395 8.50964 18.46940  0.014
C2 12.96081 8.54331 17.17578  0.005
N1 13.62953 9.32054 16.37629  -0.009
C3 14.64507 10.10497 17.18412  -0.009
C4 15.92153 10.32362 16.42994  0.003
C5 16.01780 10.21375 15.01829  0.000
C6 17.23739 10.30055 14.39400  0.001
C7 18.43076 10.51610 15.11915  0.000
C8 18.30289 10.74229 16.48573  0.000
C9 17.07148 10.64876 17.13418  0.001
C10 11.82416 7.72325 16.73944  0.024
C11 11.14772 6.91885 17.67669  0.005
C12 10.05640 6.16108 17.21583  0.000
C13 9.70218 6.23276 15.87478  0.000
C14 10.47265 7.03763 15.01956  0.011
N2 11.49988 7.77807 15.42175  0.006
C15 10.05603 7.04221 13.60545  -0.007
N3 10.62810 7.54901 12.55249  -0.002
C16 9.80592 7.18115 11.34851  -0.001
C17 8.59021 6.49008 11.91412  0.000
O2 8.86999 6.33975 13.34648  0.000
C18 9.60135 8.38301 10.46029  0.000
C19 9.81324 8.26950 9.09334  0.000
C20 9.71836 9.44579 8.32926  0.000
C21 9.42265 10.68850 8.87826  0.000
C22 9.12767 10.75063 10.26507  0.000
C23 9.23682 9.61127 11.04429  -0.001
H1 15.49119 8.42754 18.26099  0.001
H2 14.95586 9.71317 19.34391  -0.001
H3 14.13270 11.05087 17.46662  0.003
H4 15.12867 10.01036 14.45055  -0.037
H5 17.25163 10.17770 13.33804  0.000
H6 19.42874 10.49055 14.65569  0.000
H7 19.16172 11.07567 17.07415  0.000
H8 17.01649 10.81254 18.19528  0.000
H9 11.38885 6.92910 18.73473  0.000
H10 9.42965 5.60770 17.91998  0.000
H11 8.84285 5.67275 15.48394  -0.001
H12 10.44499 6.46442 10.78476  0.000
H13 8.36361 5.49621 11.46238  0.000
H14 7.68661 7.08968 11.78525  0.000
H15 10.04501 7.31156 8.65126  0.000
H16 9.88674 9.32766 7.25536  0.000
H17 9.42543 11.60668 8.28294  0.000
H18 8.79848 11.65780 10.72748  0.000
H19 9.09603 9.66706 12.10526  0.000
N4 13.19794 8.92990 12.83846  0.128
C24 13.38560 9.99373 11.81106  -0.009
C25 13.82720 11.42421 12.25513  -0.009
C26 12.66661 12.37982 12.62872  0.012
C27 12.21640 12.28847 14.07986  -0.009
N5 11.51065 11.02723 14.40827  0.122
H20 14.00408 8.28622 12.84622  0.009
H21 12.39049 8.35115 12.55663  -0.009
H22 12.46481 10.08887 11.24832  0.000
H23 14.14503 9.58311 11.09116  0.007
H24 14.30539 11.90234 11.39405  -0.002
H25 14.58547 11.43553 13.06000  0.008
H26 11.83020 12.22986 11.89276  -0.001
H27 13.02113 13.42258 12.48516  0.000
H28 11.59033 13.14866 14.35542  0.003
H29 13.11253 12.32984 14.70722  -0.002
H30 10.76717 10.93258 13.71237  -0.007
H31 11.00274 11.16983 15.30697  -0.006
C28 7.31256 14.04606 17.90842  0.000
Si1 8.26942 13.04024 16.59169  0.001
C29 8.45798 13.99764 14.98776  -0.001
C30 7.30243 11.44034 16.24273  0.000
Sb1 10.63674 12.34215 17.62385  -0.004
Si2 9.86802 11.21343 19.97836  0.001
C31 8.67334 9.79852 19.52065  0.000
C32 8.97393 12.47972 21.08081  0.000
C33 11.42818 10.58618 20.83166  0.001
Si3 12.17428 14.49757 18.19786  0.000
C34 12.80923 15.24075 16.57811  0.000
C35 13.66370 13.89053 19.24328  0.000
C36 11.14889 15.77323 19.17305  0.000
H32 6.38523 14.45299 17.46354  0.000
H33 7.92518 14.89166 18.26290  0.000
H34 6.99917 13.40949 18.76420  0.000
H35 7.45887 14.07419 14.47862  0.000
H36 9.16844 13.47608 14.31820  0.000
H37 8.89314 15.00227 15.18715  0.000
H38 6.41680 11.71682 15.61360  0.000
H39 6.94428 10.97427 17.16397  0.000
H40 7.86084 10.66701 15.70373  0.000
H41 7.72157 10.15594 19.07891  0.000
H42 8.44762 9.18334 20.42481  0.000
H43 9.14100 9.14766 18.73467  0.000
H44 7.98699 12.86003 20.71563  0.000
H45 9.60792 13.36110 21.25262  0.000
H46 8.73852 11.99120 22.08022  0.000
H47 12.05211 10.04578 20.11561  0.000
H48 11.13381 9.89728 21.66796  0.000
H49 12.02241 11.42933 21.27324  0.000
H50 13.21980 14.49215 15.84222  0.000
H51 13.64914 15.91011 16.83348  0.000
H52 11.99460 15.82528 16.09677  0.000
H53 14.40267 13.37393 18.61236  0.000
H54 13.39636 13.16816 20.05436  0.000
H55 14.12285 14.79611 19.71894  0.000
H56 10.27166 16.14033 18.60102  0.000
H57 11.81868 16.65779 19.35419  0.000
H58 10.76028 15.41324 20.14934  0.000

Computed properties:
Max |F| in eV/A: 3.73
ΔE to the lowest compared entry with this formula, charge and spin in kcal/mol: 0.0
HOMO (alpha / beta) in eV: -11.9 / -11.9
Net charge: +2
LUMO level (alpha / beta) in hartree: -0.231 / -0.281
Spin multiplicity: 2
E_tot in eV: -124618.3571